{"formula": "C2H2Cl3P", "method": "ωB97M-V with the def2-TZVPD basis set", "species": ["C", "C", "P", "Cl", "Cl", "Cl", "H", "H"], "coordinates": [[-0.64814, 0.67124, -0.16070], [-1.82601, -0.33640, -0.44467], [-0.26573, 0.99774, 1.44209], [-0.20885, 1.61922, -1.53984], [-3.44099, 0.54102, -0.08150], [-1.60171, -1.72305, 0.57871], [-1.81692, -0.63783, -1.54459], [0.56605, 2.23283, 1.18523]], "atomic_forces_ev_per_a": [[-1.536, 0.126, 0.289], [0.777, 1.388, -1.157], [1.010, 1.104, -0.569], [-0.054, -0.261, 0.081], [1.256, -0.857, -0.493], [-0.383, -0.527, 0.108], [-0.300, 0.399, 1.638], [-0.770, -1.372, 0.104]], "e_above_lowest_kj_mol": 227.6, "orbital_gap_ev": 8.76, "total_energy_ha": -1799.2784}

---

{"formula": "C41H56BCaO6PSb2", "method": "ωB97M-V with the def2-TZVPD basis set", "species": ["Ca", "C", "C", "C", "Sb", "C", "C", "C", "C", "C", "C", "C", "C", "C", "C", "C", "C", "Sb", "C", "C", "C", "C", "C", "C", "C", "C", "C", "C", "C", "C", "H", "H", "H", "H", "H", "H", "H", "H", "H", "H", "H", "H", "H", "H", "H", "H", "H", "H", "H", "H", "H", "H", "H", "H", "H", "H", "C", "C", "C", "O", "B", "O", "C", "C", "C", "H", "H", "H", "H", "H", "H", "H", "H", "H", "H", "H", "H", "C", "C", "C", "C", "O", "P", "O", "O", "O", "C", "C", "C", "C", "H", "H", "H", "H", "H", "H", "H", "H", "H", "H", "H", "H", "H", "H", "H", "H", "H", "H"], "coordinates": [[-0.64205, 0.69917, -0.78776], [0.67624, 1.68657, 3.00981], [2.02570, 2.40184, 2.87355], [2.60830, 2.27096, 1.47297], [2.75048, 0.30035, 0.60882], [4.56380, -0.24691, 1.57211], [4.58694, -1.35501, 2.41057], [5.74659, -1.70433, 3.09000], [6.89838, -0.95155, 2.92672], [6.88921, 0.14968, 2.08210], [5.72779, 0.49976, 1.41135], [3.47382, 0.96461, -1.28782], [4.08336, 2.19965, -1.49507], [4.45765, 2.60486, -2.76696], [4.22734, 1.77984, -3.85768], [3.61842, 0.54986, -3.67005], [3.24358, 0.15262, -2.39485], [0.77933, -0.26669, 3.92299], [1.00179, 0.38914, 5.93879], [1.16418, 1.72008, 6.30573], [1.32251, 2.07826, 7.63727], [1.31453, 1.10699, 8.62548], [1.15382, -0.22556, 8.27503], [1.00795, -0.57742, 6.94181], [-1.33173, -0.54632, 3.96426], [-2.12828, -0.13820, 5.03167], [-3.50294, -0.31010, 4.99033], [-4.10211, -0.88110, 3.87578], [-3.32174, -1.28363, 2.80385], [-1.94476, -1.12532, 2.85815], [0.33361, 1.43806, 2.00813], [-0.07528, 2.25813, 3.55407], [2.73380, 2.05704, 3.63545], [1.89475, 3.47407, 3.05624], [3.60495, 2.71586, 1.43083], [1.97339, 2.81153, 0.76354], [3.69210, -1.95188, 2.54954], [5.74678, -2.56494, 3.74643], [7.80366, -1.22263, 3.45431], [7.78736, 0.73810, 1.94395], [5.74058, 1.35943, 0.74815], [4.24474, 2.88063, -0.66976], [4.91872, 3.57405, -2.90622], [4.51718, 2.09907, -4.85054], [3.43130, -0.10037, -4.51555], [2.76320, -0.81428, -2.26954], [1.16451, 2.50197, 5.55597], [1.44841, 3.12078, 7.90103], [1.43476, 1.38633, 9.66418], [1.14616, -0.99289, 9.03857], [0.89012, -1.62710, 6.69179], [-1.67793, 0.31787, 5.90601], [-4.11092, 0.00763, 5.82835], [-5.17652, -1.00835, 3.84139], [-3.77815, -1.70893, 1.91998], [-1.35292, -1.46271, 2.01181], [-1.67794, 5.85982, -1.03227], [-0.72814, 4.91958, -1.75221], [-1.07014, 4.85209, -3.23650], [-0.90940, 3.58055, -1.21522], [0.36066, 2.92799, -1.19994], [1.33080, 3.84943, -1.54126], [0.77108, 5.17838, -1.48565], [1.45970, 6.03621, -2.53526], [1.04795, 5.72673, -0.09038], [-2.71002, 5.61766, -1.28715], [-1.49767, 6.89609, -1.32959], [-1.56875, 5.78682, 0.04803], [-2.09772, 4.50526, -3.34864], [-0.41528, 4.15519, -3.76093], [-0.98378, 5.82994, -3.71383], [1.44762, 5.54895, -3.50814], [2.49911, 6.19981, -2.24964], [0.98060, 7.01311, -2.62909], [0.57719, 5.11093, 0.67775], [0.69292, 6.75193, 0.02395], [2.12441, 5.71685, 0.08165], [-0.82796, 0.27675, -4.35284], [-1.33407, -1.03581, -3.77357], [-2.58311, -1.52337, -4.48800], [-0.25603, -2.10892, -3.75477], [-1.59371, -0.75516, -2.34248], [-3.06755, -0.60841, -1.59659], [-3.96661, -1.75427, -1.78366], [-2.56582, -0.20636, -0.21482], [-3.51736, 0.75296, -2.34793], [-4.85382, 1.35412, -2.26418], [-5.37421, 1.27307, -0.83763], [-4.62131, 2.79800, -2.68453], [-5.75576, 0.61728, -3.24171], [-0.56350, 0.14977, -5.40447], [0.07025, 0.62341, -3.83159], [-1.59562, 1.04762, -4.27903], [-2.29811, -1.78760, -5.50859], [-3.34819, -0.75106, -4.53560], [-3.00487, -2.39555, -3.99650], [0.03867, -2.35589, -4.77617], [-0.62722, -3.01136, -3.27080], [0.63425, -1.76168, -3.22462], [-4.69135, 1.76105, -0.14326], [-5.51694, 0.24163, -0.51736], [-6.34238, 1.77586, -0.78734], [-3.93824, 3.28901, -1.99049], [-5.56581, 3.34341, -2.69859], [-4.18679, 2.83465, -3.68456], [-5.80226, -0.44184, -2.99947], [-5.38412, 0.73599, -4.26061], [-6.76516, 1.03150, -3.19875]], "atomic_forces_ev_per_a": [[0.221, -0.367, 0.326], [0.274, -0.194, 0.232], [-0.012, -0.003, 0.115], [0.161, 0.140, -0.124], [-0.355, 0.248, -0.154], [0.087, -0.072, -0.009], [-0.068, -0.087, 0.073], [0.017, -0.018, 0.020], [0.027, -0.019, 0.025], [0.017, 0.026, -0.002], [-0.008, 0.102, -0.090], [0.131, 0.099, -0.021], [-0.027, -0.006, 0.072], [0.001, -0.029, -0.019], [0.034, 0.078, -0.023], [-0.029, -0.047, -0.033], [-0.036, -0.160, 0.009], [0.222, -0.139, 0.009], [0.006, -0.011, 0.067], [-0.028, 0.108, -0.077], [0.005, 0.050, 0.046], [0.005, -0.002, 0.041], [0.002, -0.003, 0.025], [-0.005, -0.117, 0.040], [-0.103, 0.041, 0.052], [0.064, 0.062, 0.094], [-0.073, 0.001, 0.010], [-0.007, -0.005, -0.013], [-0.093, 0.000, -0.042], [0.092, -0.043, -0.109], [-0.491, 0.277, -0.143], [-0.067, 0.013, -0.193], [0.060, -0.010, -0.092], [-0.037, -0.030, 0.102], [0.024, -0.035, 0.012], [0.123, -0.055, 0.056], [0.000, 0.015, -0.004], [0.007, -0.009, 0.003], [0.005, -0.004, 0.002], [0.009, -0.004, 0.007], [-0.017, -0.037, 0.018], [-0.004, -0.002, 0.039], [0.006, 0.015, -0.008], [-0.002, -0.004, -0.008], [-0.004, -0.008, -0.005], [0.022, 0.002, 0.022], [-0.001, -0.005, -0.034], [0.001, 0.004, 0.006], [-0.001, 0.000, 0.004], [0.001, 0.000, 0.007], [0.003, 0.011, -0.035], [0.015, -0.005, -0.005], [0.008, 0.003, 0.008], [-0.005, 0.000, 0.002], [0.024, 0.000, -0.021], [-0.013, 0.000, 0.020], [0.020, 0.102, -0.032], [-0.330, -0.063, 0.026], [0.003, 0.060, -0.056], [0.478, -0.113, 0.035], [-0.254, 0.455, -0.255], [0.167, 0.077, 0.161], [0.075, 0.110, -0.133], [0.005, -0.001, 0.023], [0.013, 0.033, 0.050], [0.000, -0.048, -0.013], [0.014, -0.002, -0.012], [0.011, -0.022, -0.002], [0.004, -0.018, 0.019], [0.027, -0.018, 0.042], [-0.030, 0.011, 0.020], [-0.001, -0.013, 0.004], [0.017, -0.025, 0.005], [-0.035, 0.002, 0.043], [-0.030, -0.030, -0.021], [0.003, 0.015, -0.034], [0.026, -0.020, -0.002], [0.054, -0.038, -0.143], [0.008, 0.146, 0.398], [0.144, -0.019, -0.112], [0.000, 0.058, -0.157], [-0.271, -0.184, -0.273], [-0.148, 0.196, 0.168], [0.075, 0.192, -0.021], [-0.268, -0.155, -0.280], [0.022, -0.269, 0.050], [0.361, -0.178, 0.009], [-0.159, 0.114, -0.021], [-0.090, -0.051, 0.015], [-0.103, 0.140, 0.009], [-0.014, -0.004, 0.004], [0.007, -0.025, 0.023], [-0.027, -0.018, 0.028], [-0.033, -0.001, 0.007], [0.001, 0.039, 0.039], [-0.005, -0.045, 0.021], [0.002, -0.010, 0.010], [-0.015, 0.000, 0.016], [-0.047, 0.019, 0.014], [0.037, 0.004, -0.009], [0.026, -0.072, -0.040], [0.018, 0.005, 0.025], [0.012, -0.015, 0.022], [-0.019, 0.005, 0.009], [0.002, -0.022, -0.003], [0.036, -0.062, 0.042], [0.019, -0.019, -0.005], [0.006, 0.008, -0.007]], "e_above_lowest_kj_mol": 77.6, "orbital_gap_ev": 7.72, "total_energy_ha": -3571.8733}